[1]
The following is a DFT calculation (ωB97M-V/def2-TZVPD) of 2 unconnected molecules or ions with the total composition C22H29N5O2.

Last column: Mulliken charge in e.
Geometry (Å):
C -2.53 4.69 5.00  -0.525
C -1.36 3.99 5.35  -0.642
C -1.06 2.76 4.74  -0.494
C -1.95 2.26 3.78  0.827
C -1.88 1.03 3.00  0.525
C -3.02 1.01 2.22  0.229
N -3.75 2.17 2.49  -0.066
C -3.11 2.94 3.44  -0.585
C -3.41 4.16 4.04  -0.838
C -3.45 -0.01 1.27  -0.055
N -4.62 0.02 0.53  0.369
N -4.78 -1.08 -0.26  -1.069
C -3.73 -1.83 -0.02  -1.121
C -2.85 -1.19 0.94  1.108
C -1.54 -1.77 1.43  -0.753
C -0.49 -0.69 1.74  -0.630
C -0.75 0.03 3.07  -0.821
H -2.75 5.64 5.48  0.379
H -0.68 4.40 6.09  0.381
H -0.16 2.22 5.00  0.365
H -4.63 2.42 2.05  0.222
H -4.32 4.69 3.78  0.371
H -5.29 0.78 0.57  0.164
H -3.54 -2.79 -0.48  0.507
H -1.72 -2.39 2.31  0.483
H -1.14 -2.42 0.65  0.139
H 0.48 -1.19 1.81  0.412
H -0.43 0.03 0.92  0.396
H 0.16 0.57 3.33  0.412
H -0.95 -0.69 3.87  0.310
C 1.83 0.52 -5.15  -0.788
N 2.22 1.27 -3.95  -0.083
C 2.65 0.78 -2.78  -0.340
O 2.98 1.55 -1.89  -0.702
C 2.73 -0.74 -2.54  -0.125
N 4.06 -1.07 -2.00  -0.105
C 4.89 -2.05 -2.35  0.685
C 4.53 -2.99 -3.49  -0.947
O 5.95 -2.21 -1.77  -0.684
C 1.61 -1.18 -1.56  0.852
C 0.21 -0.82 -2.07  -1.366
C 1.63 -2.69 -1.31  -1.484
H 1.54 1.23 -5.94  0.343
H 2.66 -0.08 -5.51  0.272
H 0.97 -0.12 -4.93  0.233
H 2.21 2.27 -4.00  0.290
H 2.57 -1.26 -3.48  0.822
H 4.41 -0.46 -1.27  0.240
H 3.62 -3.54 -3.24  0.237
H 5.34 -3.69 -3.63  0.322
H 4.38 -2.41 -4.40  0.288
H 1.77 -0.68 -0.60  0.223
H 0.11 0.26 -2.15  0.377
H 0.03 -1.28 -3.04  0.374
H -0.54 -1.17 -1.37  0.141
H 2.58 -2.99 -0.86  0.384
H 0.83 -2.96 -0.61  0.206
H 1.48 -3.24 -2.24  0.333

## Properties
SMILES string: c1ccc2c3c([nH]c2c1)-c1[nH]ncc1CCC3.CNC(=O)[C@@H](NC(C)=O)C(C)C
Gap between HOMO and LUMO (eV): 8.233
Net charge: 0
Energy relative to the best compared isomer or geometry (same formula, charge and spin) (eV): 1.0418

=====

[2]
The following is a DFT calculation (ωB97M-V/def2-TZVPD) of a molecular structure, C9H20BBrLuNO2.

Last column: Mulliken charge in e.
Geometry (Å):
C 2.81 -1.47 1.60  -1.342
C 1.91 -1.89 0.39  0.655
C 2.52 -1.39 -0.95  -0.734
C 1.89 -0.08 -1.48  0.026
N 1.88 1.00 -0.53  -0.063
C 0.89 2.02 -0.82  -0.306
C 0.53 2.82 0.52  -0.598
O -0.84 2.51 0.82  -0.552
B -1.04 1.29 0.07  0.397
C -2.53 0.83 -0.36  -0.186
Br -3.66 2.22 -1.16  0.043
C -3.30 0.04 0.77  -0.372
C -3.89 -1.28 0.12  -0.974
O -0.41 1.63 -1.21  -0.560
H 3.60 -2.20 1.76  0.375
H 3.30 -0.51 1.41  0.387
H 2.18 -1.34 2.49  0.374
H 0.88 -1.44 0.51  -0.924
H 1.83 -2.99 0.38  0.514
H 2.31 -2.16 -1.71  0.294
H 3.62 -1.34 -0.91  0.370
H 0.89 -0.32 -1.93  0.025
H 2.53 0.25 -2.33  0.356
H 1.85 0.68 0.43  0.152
H 1.22 2.79 -1.52  0.487
H 1.04 2.46 1.44  0.304
H 0.78 3.89 0.50  0.290
H -0.37 0.45 0.73  0.090
H -2.35 0.09 -1.21  0.101
H -2.63 -0.26 1.60  0.296
H -4.14 0.63 1.16  0.533
H -3.13 -2.15 0.22  0.113
H -4.84 -1.60 0.59  0.385
H -4.09 -1.11 -0.95  0.455
Lu -1.23 -2.05 -0.43  1.590

## Properties
Gap between HOMO and LUMO (eV): 4.205
Net charge: +2

=====

The evaluated highest occupied orbital energy for the records listed, in turn: -7.696, -15.563 eV.
The evaluated F_max for the records listed, in turn: 2.0, 4.6 eV/A.
The evaluated M for the records listed, in turn: 395.51, 439.95 g mol⁻¹.